Record 1
C20H36Cl2CoN2O3P as an isolated structure in a non-equilibrium geometry, computed with the ωB97M-V functional and the def2-TZVPD basis.

```
65
Properties=species:S:1:pos:R:3:lowdin_spin:R:1
O 1.33411 -2.11979 0.17067 0.031
C 0.79806 -2.99268 -0.50512 0.032
C 0.93236 -4.41383 -0.08979 0.006
C 1.99555 -4.81353 0.75447 -0.005
H 2.77742 -4.07964 0.97382 -0.001
C 2.01670 -6.12390 1.27712 0.001
H 2.84802 -6.38993 1.94875 0.000
C 1.01353 -7.05888 0.95129 -0.007
H 1.04061 -8.05095 1.38686 0.000
C -0.01220 -6.67830 0.08709 0.001
H -0.76462 -7.40356 -0.19940 0.000
C -0.04868 -5.36623 -0.39995 -0.002
H -0.87954 -5.05228 -1.01740 0.001
H -0.84755 -3.28103 -1.20647 0.019
C 0.70442 -3.09937 -2.91029 0.004
C -0.13721 -2.62464 -1.72223 0.102
H 0.55255 -2.56710 -3.84902 0.000
H 0.62958 -4.17323 -3.13029 0.000
H 1.77112 -2.93143 -2.66919 -0.001
C -0.74864 -1.31801 -1.83971 0.577
C -0.51152 -0.19360 -2.75873 0.111
H -1.40918 -1.06270 -1.03184 0.029
H -0.45264 -0.32998 -3.82683 0.013
H 0.38310 0.38017 -2.48829 0.037
H -1.26959 0.58211 -2.61868 0.001
Co 1.37337 -0.63369 1.35122 1.900
Cl 2.74211 0.34598 -0.02270 0.060
Cl -0.78371 -1.02147 1.80001 0.064
C 2.10314 3.22435 -1.26262 0.002
O 0.96270 2.99036 -0.85534 0.001
N 2.54049 4.42195 -1.70258 0.000
C 1.68032 5.58030 -1.59967 0.000
C 3.85380 4.59043 -2.28243 0.000
H 2.87416 2.44627 -1.29746 0.003
H 0.69453 5.28972 -1.24208 0.000
H 1.58818 6.06982 -2.58264 0.000
H 2.11019 6.32331 -0.90867 0.000
H 4.30005 3.60466 -2.40260 0.000
H 4.50259 5.19718 -1.64104 0.000
H 3.78638 5.08224 -3.25793 0.000
H -5.67111 3.58577 0.28452 0.000
H -5.86067 1.56511 1.71998 0.000
C -5.31440 2.97130 -0.54985 0.000
C -5.55574 0.97181 0.86348 0.000
N -4.73068 1.74695 -0.03013 0.000
H -4.59442 3.53849 -1.14183 0.000
C -3.54863 1.26355 -0.46884 0.001
O -2.79209 1.79530 -1.27312 0.000
H -4.96692 0.13009 1.20033 0.001
H -3.29599 0.29836 0.00425 0.001
H -6.19513 2.75254 -1.17101 0.000
H -6.44561 0.59533 0.36653 0.000
C 0.40759 0.08762 4.41458 0.008
P 1.01291 0.91703 2.92469 0.003
C -0.13288 2.21394 2.21964 -0.003
C 2.72605 1.49678 3.21919 0.002
H -0.68622 0.04481 4.40167 0.001
H 0.73373 0.50297 5.36252 0.002
H 0.74781 -0.95895 4.35291 0.001
H -0.14641 3.11144 2.82046 0.001
H 0.17874 2.46231 1.18092 0.000
H -1.15268 1.79456 2.16201 0.000
H 2.84903 2.00202 4.17358 0.002
H 3.37606 0.60228 3.19412 -0.001
H 3.01357 2.15949 2.38909 0.000
```

Properties
- ⟨S²⟩: 3.811
- Max |F|: 0.056 hartree/bohr
- 2S+1: 4
- Orbital gap (spin up / spin down): 4.52 / 5.18 eV
- Net charge: -1
- HOMO energy (spin up / spin down): -0.065 / -0.090 Eh

---

Record 2
C12H36B2GaO12S3 as an isolated structure in a non-equilibrium geometry, computed with the ωB97M-V functional and the def2-TZVPD basis.

```
66
Properties=species:S:1:pos:R:3:nbo_charge:R:1
C -2.07488 0.09128 -3.10812 -0.602
C -2.71454 -1.08628 -3.90699 -0.815
B -3.25615 -0.46425 -5.30780 0.654
O -4.67860 -0.27731 -5.48632 -0.987
Ga -1.91588 0.03973 -6.88415 0.324
C -0.98355 1.86932 -6.48622 -1.100
B -0.48041 -1.52883 -6.88507 0.733
O -0.97586 -2.86554 -6.93361 -0.958
O 0.93199 -1.33841 -6.86417 -0.966
H -1.38703 0.61215 -3.78004 0.215
H -2.86474 0.75084 -2.74151 0.195
H -1.48227 -0.27002 -2.26921 0.213
H -1.99065 -1.89342 -4.07015 0.207
H -3.57705 -1.48198 -3.33687 0.182
H -4.98523 -1.12746 -5.78835 0.477
H -2.70293 0.08787 -8.30454 -0.300
H -1.45217 2.65708 -7.09810 0.194
H 0.07765 1.80309 -6.75503 0.196
H -1.12643 2.19654 -5.44671 0.185
H -1.78149 -2.93038 -6.44174 0.484
H 1.30847 -1.80984 -6.12245 0.470
O 1.28173 2.75205 -0.33372 -0.945
S 1.54584 1.48994 -0.96960 2.374
O 0.50388 0.52860 -1.17786 -0.920
O 2.77321 0.77753 -0.21012 -0.724
C 2.68136 0.62235 1.21356 -0.079
C 1.79249 -0.54592 1.59612 -0.639
C 2.36868 1.77216 -2.50643 -0.884
H 2.33742 1.54859 1.67965 0.203
H 3.69481 0.43803 1.57067 0.186
H 0.75275 -0.34600 1.33690 0.228
H 1.84420 -0.73150 2.66984 0.214
H 2.08911 -1.45041 1.06477 0.220
H 3.19673 2.45621 -2.34010 0.241
H 1.64384 2.21162 -3.18965 0.270
H 2.71898 0.81980 -2.89571 0.255
O 1.23019 -4.76729 4.22761 -0.939
S 0.55869 -5.01920 2.98253 2.372
O 0.50188 -4.02695 1.94926 -0.919
O -0.93177 -5.53590 3.28959 -0.721
C -1.75331 -4.73640 4.15243 -0.077
C -2.33847 -3.53635 3.43097 -0.641
C 1.17119 -6.52479 2.29137 -0.884
H -1.18970 -4.43108 5.03704 0.195
H -2.55800 -5.38882 4.49120 0.191
H -1.56167 -2.81987 3.16365 0.230
H -3.06512 -3.02792 4.06588 0.215
H -2.82810 -3.84399 2.50699 0.222
H 1.15753 -7.29404 3.05889 0.246
H 2.18989 -6.34007 1.95808 0.253
H 0.54470 -6.80243 1.44752 0.256
O 2.08414 2.76728 4.48295 -0.937
S 0.98952 3.51263 5.03918 2.374
O -0.35770 3.30928 4.59330 -0.922
O 1.33681 5.07863 4.95617 -0.723
C 1.71904 5.61030 3.67663 -0.078
C 0.52269 5.84407 2.77352 -0.641
C 1.03255 3.37083 6.79955 -0.884
H 2.45247 4.95754 3.19835 0.201
H 2.21542 6.55877 3.88178 0.189
H 0.06454 4.90139 2.47469 0.237
H 0.82613 6.37360 1.87009 0.221
H -0.23982 6.42867 3.28970 0.211
H 2.04107 3.58368 7.14385 0.248
H 0.75390 2.35009 7.05152 0.253
H 0.31802 4.07111 7.22454 0.250
```

Properties
- Max |F|: 0.040 hartree/bohr
- Orbital gap: 4.83 eV
- Net charge: -1
- HOMO energy: -0.119 Eh

---

Record 3
A 4-piece molecular cluster, C29H64N3O10P overall, computed with the ωB97M-V functional and the def2-TZVPD basis.

```
107
Properties=species:S:1:pos:R:3:mulliken_charge:R:1
C -0.76622 0.01460 0.05374 -1.778
C 0.68238 -0.14202 -0.40831 1.522
C 1.24768 -1.54816 -0.12134 -1.287
C 2.51372 -1.50875 0.75411 1.782
C 3.84421 -1.38557 -0.00813 -1.158
C 4.53553 -0.00229 -0.02023 -0.620
C 4.38336 0.81631 1.24512 0.701
C 5.14830 2.14452 1.25999 -1.132
C 4.65288 3.03566 2.41502 -0.809
C 4.02459 4.39749 2.10399 -0.337
C 4.81979 5.38390 1.27974 -0.714
O 3.99053 6.56754 1.32453 -0.396
C 2.70356 6.20577 1.41832 0.005
O 1.79801 6.97638 1.47697 -0.576
C 2.59646 4.63743 1.54859 2.035
C 1.44467 4.39401 2.53530 -2.134
C 1.11205 2.91679 2.80742 1.306
O 1.09025 2.67379 4.22554 -0.449
C 1.91505 1.66781 4.67179 0.652
C 1.48387 0.28383 4.27969 -0.229
O 2.83763 1.91138 5.39111 -0.551
P 2.20528 4.20686 -0.19917 0.567
O 2.69132 5.23690 -1.12167 -0.752
O 0.62688 4.00521 -0.27108 -0.576
O 2.78088 2.76728 -0.57802 -0.414
H -1.22205 0.92012 -0.34001 0.399
H -0.82460 -0.01397 1.14174 0.346
H -1.34696 -0.82293 -0.33144 0.417
H 1.30075 0.58678 0.11449 -1.037
H 0.75168 0.10927 -1.46580 0.409
H 1.47649 -2.07466 -1.04560 0.354
H 0.48963 -2.10093 0.43238 0.516
H 2.36107 -0.71916 1.48402 -1.389
H 2.54016 -2.43612 1.32373 -0.005
H 3.65292 -1.64398 -1.05047 0.419
H 4.53748 -2.14494 0.34718 0.371
H 5.60117 -0.17642 -0.19260 0.451
H 4.19008 0.56599 -0.88198 0.149
H 3.32854 1.07138 1.34860 -1.116
H 4.64361 0.23463 2.13067 0.718
H 5.08102 2.64195 0.29691 0.451
H 6.20000 1.91122 1.42582 0.499
H 5.50177 3.26686 3.05788 0.651
H 3.97205 2.47760 3.04788 -0.145
H 3.96224 4.87585 3.08681 0.525
H 4.90391 5.13096 0.22388 0.310
H 5.78864 5.62287 1.70335 0.441
H 0.55962 4.87384 2.13279 0.480
H 1.69066 4.86017 3.48432 0.623
H 0.11089 2.68480 2.43368 0.465
H 1.80410 2.23452 2.31619 -0.922
H 1.43182 0.18940 3.19912 -0.401
H 0.49283 0.11232 4.69412 0.367
H 2.17977 -0.43943 4.68513 0.306
H 0.29097 3.38924 0.39695 0.343
H 3.58598 2.91289 -1.09848 0.326
C -1.27817 1.17439 -3.76907 -0.672
O -2.32958 0.68680 -2.95827 -0.186
C -3.55747 0.44705 -3.62249 -0.457
C -3.65328 -0.92602 -4.29938 0.585
C -2.88216 -1.02981 -5.61077 -1.537
N -3.23651 -2.01411 -3.41046 -0.738
H -1.65256 1.85150 -4.54233 0.365
H -0.71651 0.36305 -4.24049 0.284
H -0.59635 1.72816 -3.12275 0.121
H -4.32546 0.49045 -2.84847 0.017
H -3.76710 1.25579 -4.33567 0.394
H -4.71258 -1.08094 -4.52803 0.258
H -1.80677 -1.09176 -5.44282 0.294
H -3.17688 -1.93041 -6.14888 0.380
H -3.07886 -0.16962 -6.25362 0.335
H -3.82507 -2.01042 -2.58192 0.289
H -2.30641 -1.79185 -3.06500 0.287
C 3.44357 -5.16109 2.93185 -0.774
O 2.30176 -4.90566 2.13567 -0.330
C 2.29301 -5.53940 0.86965 -0.544
C 1.77421 -6.98391 0.87994 0.281
C 2.78201 -7.99621 1.41314 -1.458
N 0.51827 -7.12590 1.61956 -0.734
H 4.34696 -5.24043 2.31974 0.349
H 3.32947 -6.06899 3.52852 0.282
H 3.55776 -4.32055 3.61663 0.253
H 1.61671 -4.94007 0.25298 0.245
H 3.28773 -5.47935 0.40814 0.420
H 1.56991 -7.24307 -0.16331 0.434
H 2.88244 -7.93416 2.49677 0.279
H 2.45439 -9.00797 1.17748 0.366
H 3.76764 -7.84573 0.96826 0.346
H -0.19280 -6.53432 1.19959 0.282
H 0.65644 -6.74064 2.54991 0.313
C -6.58380 0.00676 -0.48050 -0.793
O -6.50584 0.22083 -1.87765 -0.187
C -7.61651 -0.23296 -2.62854 -0.703
C -8.78528 0.75886 -2.70306 0.329
C -9.62183 0.81956 -1.43000 -1.444
N -8.35383 2.11303 -3.05644 -0.727
H -7.08591 -0.93744 -0.25029 0.370
H -7.09949 0.82463 0.02764 0.233
H -5.56286 -0.03715 -0.10089 0.241
H -7.23692 -0.38727 -3.64275 0.292
H -7.95063 -1.20951 -2.25448 0.405
H -9.43686 0.40396 -3.50739 0.408
H -9.10590 1.35495 -0.63287 0.285
H -10.55467 1.34822 -1.62184 0.365
H -9.86620 -0.18127 -1.06865 0.340
H -7.89001 2.09865 -3.96013 0.271
H -7.63010 2.39455 -2.40054 0.314
```

Properties
- SMILES: CCCCCCCCC[C@H]1COC(=O)[C@@]1(CCOC(C)=O)P(=O)(O)O.COC[C@@H](C)N.COC[C@@H](C)N.COC[C@@H](C)N
- Max |F|: 0.016 hartree/bohr
- Orbital gap: 9.63 eV
- HOMO energy: -0.339 Eh